(i)
Computed, not measured: a 2-piece molecular cluster, C3H4ClNO2S overall, with ωB97M-V with the def2-TZVPD basis set.

For the HOMO energy (alpha / beta), the calculation gives -8.23 / -8.75 eV. For the molar mass, the calculation gives 153.6 g/mol. Its charge is 0. The HOMO-LUMO gap (alpha / beta) comes out at 6.813 / 7.750 eV.

Atoms and positions in Å:
C  0.39170  -1.43475  -0.62769
C  -0.63828  -0.67624  0.23408
C  1.20074  -0.23645  -0.56367
N  0.33239  0.43006  0.24358
O  0.44630  -2.52373  -1.13351
O  -0.35388  1.89374  -1.77338
S  0.27078  0.99739  -2.75899
Cl  -1.20954  -0.28150  -3.42260
H  -1.59118  -0.45574  -0.24396
H  -0.79391  -1.09311  1.22908
H  2.20811  0.05982  -0.79755
H  0.05282  1.39445  0.04320


(ii)
Computed, not measured: a single C3H4ClNO2S molecule, with ωB97M-V with the def2-TZVPD basis set.

For the HOMO energy, the calculation gives -11.17 eV. For the molar mass, the calculation gives 153.6 g/mol. Its SMILES is CS(=O)(=O)[C@H](Cl)C#N. Its charge is 0. The HOMO-LUMO gap comes out at 11.310 eV.

Atoms and positions in Å:
C  -0.85882  1.28464  1.20477
C  0.44369  0.11148  -1.60665
C  -0.05885  0.12225  1.22820
N  -1.53528  2.19940  1.17362
O  1.08345  -1.91924  0.12126
O  -1.33163  -1.47242  -0.34045
S  0.03042  -0.97841  -0.21210
Cl  -0.28988  -0.85497  2.66537
H  1.41338  -0.05556  -2.06586
H  -0.45575  -0.01959  -2.14295
H  0.37786  1.05000  -1.16142
H  1.18143  0.53243  1.13621


Energies, relative to the best one, in kcal/mol: (i) 5.6; (ii) 0.0.


(i)
Computed, not measured: a 2-piece molecular cluster, C3H9NSi overall, with ωB97M-V with the def2-TZVPD basis set.

For the HOMO energy (alpha / beta), the calculation gives -8.31 / -6.88 eV. For the molar mass, the calculation gives 87.2 g/mol. Its charge is 0. The HOMO-LUMO gap (alpha / beta) comes out at 8.477 / 7.001 eV.

Atoms and positions in Å:
C  1.39553  0.03888  0.26693
C  0.76397  0.81654  -0.56474
C  2.86549  -0.16091  0.17207
N  -2.41871  -0.90975  0.29124
Si  -2.54335  0.58948  -0.44371
H  0.83431  -0.35261  1.15363
H  1.29827  1.50019  -1.27479
H  3.29586  0.47045  -0.56091
H  2.88073  -1.20382  -0.26884
H  3.20523  -0.07758  1.24470
H  -2.82972  -0.97791  1.24380
H  -2.44581  -1.86193  -0.14229
H  -3.47245  0.48341  -1.62336
H  -2.82934  1.64557  0.50628


(ii)
Computed, not measured: a single C3H9NSi molecule, with ωB97M-V with the def2-TZVPD basis set.

For the HOMO energy, the calculation gives -9.24 eV. For the molar mass, the calculation gives 87.2 g/mol. Its SMILES is C=C[Si@@H](C)N. Its charge is 0. The HOMO-LUMO gap comes out at 10.284 eV.

Atoms and positions in Å:
C  -2.29225  -0.54216  0.47930
C  -1.45513  0.23311  -0.14060
C  1.39182  1.07541  0.59897
N  0.84771  -1.71208  -0.09596
Si  0.36030  -0.02310  -0.48565
H  -3.34418  -0.49472  0.72189
H  -1.85426  -1.43654  0.96973
H  -1.77917  1.26551  -0.40364
H  1.01539  0.89686  1.71261
H  2.43703  0.94567  0.61378
H  1.29938  2.10798  0.43763
H  1.59263  -2.23205  0.17646
H  -0.02480  -2.11486  0.14307
H  0.41430  0.10011  -2.00168


Energies, relative to the best one, in kcal/mol: (i) 94.1; (ii) 0.0.


(i)
Computed, not measured: a 6-piece molecular cluster, C2H17NO5 overall, with ωB97M-V with the def2-TZVPD basis set.

For the HOMO energy, the calculation gives -8.84 eV. For the molar mass, the calculation gives 135.2 g/mol. Its SMILES is CNC.O.O.O.O.O. Its charge is 0. The HOMO-LUMO gap comes out at 9.173 eV.

Atoms and positions in Å:
C  -2.16310  -1.85511  0.63642
N  -1.44554  -0.58702  0.61166
C  -1.31922  -0.03121  -0.74201
H  -3.06890  -1.89588  0.02135
H  -1.57835  -2.67026  0.21839
H  -2.52276  -1.99753  1.65053
H  -0.47727  -0.70520  0.93911
H  -0.56002  -0.55846  -1.34005
H  -0.95108  0.99264  -0.70080
H  -2.32568  -0.02745  -1.17049
H  0.23555  1.84925  1.24998
H  1.37739  0.90565  0.93782
O  1.18065  1.87871  1.00725
H  1.71646  -0.87893  -0.41989
H  2.11587  -1.38827  1.02501
O  1.46070  -0.86668  0.53501
H  2.39910  -1.94532  -2.51760
H  2.39213  -0.37925  -2.42580
O  1.92925  -1.18642  -2.14862
H  -1.91063  2.42047  1.46211
H  -1.50530  1.13683  2.24130
O  -1.52686  2.09672  2.29595
H  1.74463  2.28370  -1.65141
H  2.39236  1.73605  -0.36989
O  2.41064  1.67298  -1.34534


(ii)
Computed, not measured: a 6-piece molecular cluster, C2H17NO5 overall, with ωB97M-V with the def2-TZVPD basis set.

For the HOMO energy, the calculation gives -9.74 eV. For the molar mass, the calculation gives 135.2 g/mol. Its SMILES is CNC.O.O.O.O.O. Its charge is 0. The HOMO-LUMO gap comes out at 10.322 eV.

Atoms and positions in Å:
C  -3.22681  -0.59918  0.05077
N  -1.82224  -0.01803  -0.05536
C  -1.66646  0.80849  1.13749
H  -3.88512  0.20022  0.37357
H  -3.29234  -1.36928  0.83697
H  -3.48727  -1.01318  -0.98121
H  -1.10064  -0.81674  -0.06342
H  -1.76866  0.35070  2.18113
H  -0.66750  1.30396  1.13183
H  -2.40343  1.64719  1.22180
H  1.03575  1.17059  -1.26913
H  2.53690  1.52860  -1.83049
O  1.99951  1.33479  -1.05557
H  3.02788  -0.72182  0.22610
H  2.07020  -0.49607  -0.81309
O  2.55793  -1.24593  -0.41962
H  0.98481  -2.21786  0.44042
H  -0.16823  -3.08004  0.80548
O  0.03723  -2.25628  0.36650
H  -0.82732  1.87149  -2.27639
H  -1.16052  0.93552  -0.99546
O  -0.48593  1.09447  -1.80014
H  1.34380  0.22955  2.29824
H  1.44657  0.93695  0.94100
O  1.89612  0.87333  1.79988


Energies, relative to the best one, in kcal/mol: (i) 0.0; (ii) 11.2.


(i)
Computed, not measured: C3H6O2P as an isolated structure, with ωB97M-V with the def2-TZVPD basis set.

For the HOMO energy, the calculation gives -2.77 eV. For the molar mass, the calculation gives 105.1 g/mol. Its charge is -1. The HOMO-LUMO gap comes out at 7.010 eV.

Atoms and positions in Å:
C  -0.71501  0.13344  0.47474
C  -0.38240  -0.21655  -0.95421
C  0.78744  0.23811  0.99124
O  2.59778  -0.52814  -0.78138
O  -1.64679  -0.19353  -1.81584
P  1.52311  -1.15014  -0.01214
H  -1.31270  1.11423  0.84909
H  -1.05676  -0.76759  1.08916
H  -2.07836  -0.80489  -1.26181
H  0.13975  0.62499  -1.27955
H  1.31946  1.22111  0.53076
H  0.82448  0.32898  2.16993


(ii)
Computed, not measured: an isolated ion of composition C3H6O2P and charge -1, with ωB97M-V with the def2-TZVPD basis set.

For the HOMO energy (alpha / beta), the calculation gives -2.74 / -2.75 eV. For the molar mass, the calculation gives 105.1 g/mol. Its charge is -1. The HOMO-LUMO gap (alpha / beta) comes out at 6.941 / 6.942 eV.

Atoms and positions in Å:
C  0.66041  -0.55186  0.42776
C  0.51407  0.89160  -0.05876
C  -0.67199  -1.05155  -0.02026
O  -2.95677  0.30748  -0.53803
O  1.86677  1.56543  0.05066
P  -1.88299  0.28128  0.51379
H  1.42634  -1.15822  -0.06328
H  0.48946  -0.56806  1.47606
H  1.56382  2.50600  0.36551
H  0.40186  0.87708  -1.20595
H  -0.50658  -0.98505  -1.17345
H  -0.90439  -2.11411  0.22598


Energies, relative to the best one, in kcal/mol: (i) 0.0; (ii) 1.8.


(i)
Computed, not measured: a single CHNOS molecule, with ωB97M-V with the def2-TZVPD basis set.

For the HOMO energy, the calculation gives -9.68 eV. For the molar mass, the calculation gives 75.1 g/mol. Its SMILES is O=C1NS1. Its charge is 0. The HOMO-LUMO gap comes out at 9.362 eV.

Atoms and positions in Å:
C  0.51011  -0.36702  -0.03217
N  -0.51531  0.28664  0.32142
O  0.71207  -1.42591  0.33828
S  0.75104  1.25613  -0.58147
H  -1.45791  0.25017  -0.04606


(ii)
Computed, not measured: a single CHNOS molecule, with ωB97M-V with the def2-TZVPD basis set.

For the HOMO energy, the calculation gives -9.66 eV. For the molar mass, the calculation gives 75.1 g/mol. Its SMILES is S=C1NO1. Its charge is 0. The HOMO-LUMO gap comes out at 9.807 eV.

Atoms and positions in Å:
C  -1.66769  0.40516  -0.05853
N  -0.37154  0.32442  -0.51846
O  -0.99762  1.54894  0.10018
S  -3.06536  -0.34649  0.01005
H  0.49526  -0.22937  -0.10737


Energies, relative to the best one, in kcal/mol: (i) 0.0; (ii) 20.9.


(i)
Computed, not measured: a single C7H9NO3S molecule, with ωB97M-V with the def2-TZVPD basis set.

For the HOMO energy (alpha / beta), the calculation gives -7.60 / -7.63 eV. For the molar mass, the calculation gives 187.2 g/mol. Its charge is 0. The HOMO-LUMO gap (alpha / beta) comes out at 6.527 / 6.563 eV.

Atoms and positions in Å:
C  1.09442  -1.00024  -0.05908
C  2.26490  -0.35678  -0.08637
C  -0.30442  0.02080  -0.01968
C  2.27784  1.07256  -0.03622
C  -1.53453  -0.49333  -0.06573
C  3.53325  1.87899  -0.04961
C  -4.33365  -0.53473  0.13346
N  -0.04794  1.32995  0.05933
O  -2.88999  1.43098  1.14678
O  -3.05552  1.28479  -1.30438
O  1.18673  1.77360  0.04384
S  -2.92825  0.61605  -0.03618
H  0.92491  -2.05662  -0.06869
H  3.21849  -0.87127  -0.12934
H  -1.73898  -1.54131  -0.14813
H  4.09450  1.71495  -0.96978
H  4.16841  1.60092  0.79137
H  3.26849  2.93071  0.03270
H  -5.22287  0.05289  0.33439
H  -4.43787  -1.08454  -0.79259
H  -4.13137  -1.19292  0.96949


(ii)
Computed, not measured: C7H9NO3S as an isolated structure, with ωB97M-V with the def2-TZVPD basis set.

For the HOMO energy, the calculation gives -8.42 eV. For the molar mass, the calculation gives 187.2 g/mol. Its charge is 0. The HOMO-LUMO gap comes out at 7.935 eV.

Atoms and positions in Å:
C  -3.87691  1.23581  -0.24143
C  -2.36215  -0.73030  0.28313
C  -0.95262  -1.04126  0.29918
C  0.22497  -0.22776  0.05896
C  1.32267  2.03480  -0.15990
C  2.38108  1.37344  0.75011
C  1.56423  -1.06606  -0.10580
H  -4.42839  1.52239  0.92893
H  -3.74309  2.26125  -0.67747
H  -4.42572  0.37246  -0.83328
H  -0.82548  -2.05088  0.50559
H  -0.91043  1.35388  -1.06781
H  1.17716  3.07864  0.45601
H  1.66400  2.68431  -1.22289
H  1.89888  1.26082  1.78955
H  3.40133  1.85956  0.88486
N  0.14999  1.13773  -0.30642
O  -2.52344  0.67564  -0.14348
O  -3.24819  -1.50871  0.30044
O  1.37448  -2.29891  -0.39149
S  3.15696  -0.29517  -0.12799


Energies, relative to the best one, in kcal/mol: (i) 1.9; (ii) 0.0.


(i)
Computed, not measured: a 2-piece molecular cluster, CH5NOS2 overall, with ωB97M-V with the def2-TZVPD basis set.

For the HOMO energy, the calculation gives -8.37 eV. For the molar mass, the calculation gives 111.2 g/mol. Its SMILES is NC=O.SS. Its charge is 0. The HOMO-LUMO gap comes out at 8.784 eV.

Atoms and positions in Å:
S  0.82086  2.21143  -0.07523
S  -0.29004  2.02768  -1.82712
H  -0.17131  1.75287  0.67417
H  -1.15478  1.15224  -1.27331
C  -0.02397  -0.66113  0.77800
N  0.30638  -1.71808  0.07173
O  -1.12719  -0.18260  0.92709
H  0.89009  -0.38737  1.34558
H  -0.36791  -2.43167  -0.12389
H  1.11788  -1.76339  -0.49702


(ii)
Computed, not measured: a 2-piece molecular cluster, CH5NOS2 overall, with ωB97M-V with the def2-TZVPD basis set.

For the HOMO energy, the calculation gives -9.24 eV. For the molar mass, the calculation gives 111.2 g/mol. Its SMILES is NC=O.SS. Its charge is 0. The HOMO-LUMO gap comes out at 9.897 eV.

Atoms and positions in Å:
S  2.52861  -0.96313  0.02321
S  1.86906  0.89722  0.57968
H  1.33949  -1.48128  -0.33553
H  1.88458  1.49808  -0.62401
C  -3.13672  0.25832  -0.71462
N  -3.95669  -0.09874  0.30497
O  -1.96333  -0.02110  -0.78675
H  -3.63724  0.83585  -1.51108
H  -3.68852  -0.82202  0.94905
H  -4.90933  0.21728  0.31729


Energies, relative to the best one, in kcal/mol: (i) 15.1; (ii) 0.0.


(i)
Computed, not measured: a 2-piece molecular cluster, CH5NOS2 overall, with ωB97M-V with the def2-TZVPD basis set.

For the HOMO energy, the calculation gives -9.78 eV. For the molar mass, the calculation gives 111.2 g/mol. Its SMILES is NC=O.SS. Its charge is 0. The HOMO-LUMO gap comes out at 9.428 eV.

Atoms and positions in Å:
S  -0.52353  -0.91611  -2.31895
S  -0.45377  -2.57723  -0.92185
H  0.45649  -0.42203  -1.52193
H  0.72372  -3.08804  -1.28582
C  -0.31660  1.61785  1.33425
N  0.33362  0.52362  0.82887
O  -1.52609  1.73547  1.36830
H  0.29323  2.49579  1.59475
H  -0.22879  -0.19863  0.39102
H  1.24172  0.82932  0.53137


(ii)
Computed, not measured: a 2-piece molecular cluster, CH5NOS2 overall, with ωB97M-V with the def2-TZVPD basis set.

For the HOMO energy, the calculation gives -9.16 eV. For the molar mass, the calculation gives 111.2 g/mol. Its SMILES is NC=O.SS. Its charge is 0. The HOMO-LUMO gap comes out at 9.745 eV.

Atoms and positions in Å:
S  3.01254  -0.21578  0.93131
S  1.37951  -1.33458  1.12412
H  2.93888  0.46659  -0.21694
H  0.41417  -0.44219  1.45689
C  -1.63895  0.48581  -0.04131
N  -0.80859  0.11360  -1.07763
O  -1.36873  0.51510  1.14191
H  -2.61421  0.86144  -0.39199
H  -0.03314  -0.46722  -0.99323
H  -1.28148  0.01723  -1.93314


(iii)
Computed, not measured: a 2-piece molecular cluster, CH5NOS2 overall, with ωB97M-V with the def2-TZVPD basis set.

For the HOMO energy (alpha / beta), the calculation gives -7.47 / -9.11 eV. For the molar mass, the calculation gives 111.2 g/mol. Its charge is 0. The HOMO-LUMO gap (alpha / beta) comes out at 5.689 / 8.987 eV.

Atoms and positions in Å:
C  -0.71590  1.24094  -0.08089
N  -0.88423  -1.28111  -0.65783
O  1.66062  -0.41818  0.68183
S  -0.78265  -0.51547  0.70489
S  2.39705  0.42375  -0.58541
H  -1.27395  0.91977  -0.94454
H  0.35417  1.32055  -0.05774
H  -1.24433  1.75982  0.63200
H  -1.42246  -2.13640  -0.57419
H  1.91167  -1.31368  0.88188


Energies, relative to the best one, in kcal/mol: (i) 8.7; (ii) 0.0; (iii) 105.4.